No. 1
Molecular formula: C16H13N5OS2
Method: DFT, ωB97M-V/def2-TZVPD

Structure (XYZ):
```
37
Properties=species:S:1:pos:R:3:nbo_charge:R:1
C -1.144 3.372 -1.932 -0.363
C -0.891 2.999 -0.693 -0.199
C -1.183 1.629 -0.152 -0.278
N -0.074 1.126 0.616 -0.361
C 0.003 1.065 1.983 0.144
S -1.399 1.244 3.012 0.242
C -1.622 -0.560 3.401 -0.516
C -1.211 -1.358 2.211 -0.011
C 0.066 -1.997 2.232 -0.178
C 0.614 -2.590 1.136 -0.211
C -0.136 -2.553 -0.055 0.119
N 0.120 -2.968 -1.282 -0.084
O -0.945 -2.645 -2.012 -0.094
N -1.899 -2.031 -1.313 -0.088
C -1.447 -1.948 -0.075 0.047
C -1.983 -1.354 1.081 -0.224
N 1.187 0.674 2.364 -0.275
N 1.914 0.462 1.271 -0.279
C 1.171 0.723 0.213 0.303
C 1.637 0.498 -1.119 -0.270
C 2.920 0.135 -1.440 -0.194
C 3.092 -0.113 -2.812 -0.253
C 1.946 0.053 -3.523 -0.398
S 0.629 0.523 -2.533 0.447
H -0.937 4.371 -2.273 0.207
H -1.575 2.696 -2.650 0.196
H -0.458 3.685 0.024 0.207
H -1.426 0.933 -0.960 0.228
H -2.036 1.686 0.536 0.249
H -1.016 -0.779 4.278 0.234
H -2.681 -0.658 3.634 0.239
H 0.624 -1.973 3.156 0.233
H 1.589 -3.045 1.153 0.238
H -2.949 -0.874 1.047 0.231
H 3.688 0.054 -0.694 0.244
H 4.028 -0.406 -3.254 0.229
H 1.784 -0.075 -4.575 0.240
```

Values from the calculation:
Orbital gap ... 7.71 eV
Energy relative to the best compared isomer or geometry (same formula, charge and spin) ... 22.0 kcal/mol
Charge ... 0
Total energy ... -47967.8481 eV
Multiplicity ... 1

No. 2
Molecular formula: C23H22ClMnN2O7S
Method: DFT, ωB97M-V/def2-TZVPD

Structure (XYZ):
```
57
Properties=species:S:1:pos:R:3:mulliken_spin:R:1
Mn 0.351 0.490 0.296 1.051
O -2.202 -3.074 4.086 0.000
C -1.363 -2.324 4.768 0.000
O -1.171 -2.507 5.954 -0.002
C -0.669 -1.239 4.035 -0.007
C 0.175 -0.300 4.620 0.035
Cl 0.772 -0.332 6.215 0.002
N 0.623 0.569 3.649 0.010
N 0.117 0.168 2.436 0.002
C -0.682 -0.902 2.662 0.050
C -1.366 -1.500 1.491 0.004
O -2.252 -2.375 1.655 0.027
O -1.010 -1.065 0.357 0.011
C 1.346 1.744 3.760 0.006
C 1.943 2.293 2.612 0.029
C 2.662 3.462 2.679 -0.006
C 2.815 4.137 3.884 0.006
C 2.204 3.618 5.018 -0.001
C 1.479 2.448 4.970 0.005
H -2.271 -2.824 3.081 -0.001
H 1.837 1.783 1.646 -0.031
H 3.118 3.852 1.781 0.002
H 3.393 5.049 3.941 0.001
H 2.293 4.149 5.955 0.000
H 1.010 2.085 5.868 0.002
C -6.162 -1.767 -2.089 0.000
C -4.738 -1.542 -2.494 0.001
C -3.846 -2.609 -2.545 0.000
C -2.505 -2.401 -2.796 -0.001
C -2.049 -1.112 -3.012 0.001
C -2.928 -0.038 -3.005 0.000
C -4.267 -0.257 -2.758 -0.001
S -0.277 -0.805 -3.137 -0.005
C -0.387 -0.150 -4.879 0.000
O -0.040 0.381 -2.289 0.000
H -6.369 -2.828 -1.990 0.000
H -6.855 -1.336 -2.809 0.000
H -6.344 -1.295 -1.124 0.000
H -4.199 -3.612 -2.359 0.000
H -1.802 -3.221 -2.807 0.000
H -2.552 0.964 -3.155 0.001
H -4.946 0.585 -2.741 -0.001
H -1.064 0.694 -4.900 0.000
H -0.752 -0.954 -5.508 0.000
H 0.602 0.163 -5.192 0.000
O 3.011 0.226 -1.117 -0.054
C 2.023 0.338 -0.505 -0.227
C -2.869 1.354 0.090 0.035
O -2.012 2.387 -0.355 -0.002
C -0.678 2.273 -0.138 0.084
C -0.054 3.587 -0.554 -0.021
H -2.759 1.196 1.170 -0.004
H -2.666 0.408 -0.424 -0.014
H -3.888 1.679 -0.124 0.002
H -0.827 4.331 -0.766 0.004
H 0.553 3.416 -1.446 0.002
H 0.605 3.946 0.237 0.005
```

Values from the calculation:
Orbital gap (alpha / beta) ... 4.46 / 4.60 eV
Charge ... -1
Total energy ... -96196.0248 eV
Multiplicity ... 2